(1)
Density functional theory data (the ωB97M-V functional and the def2-TZVPD basis) for an isolated ion of composition C8H13N2 and charge +1.

The geometry in XYZ format:
```
23
Properties=species:S:1:pos:R:3
C -0.731 -1.760 -0.735
C -0.005 -0.920 -1.309
C 0.194 -2.317 -1.798
C -1.743 -1.738 0.324
C -1.974 -0.201 0.628
C 1.495 0.875 -0.167
C 0.057 1.200 0.117
C 2.463 2.028 -0.377
N 0.490 0.662 -1.138
N -0.665 0.361 1.146
H 1.124 -2.872 -1.470
H -0.238 -2.665 -2.802
H -2.698 -2.158 0.091
H -1.361 -2.291 1.259
H -2.068 0.404 -0.323
H -2.881 0.060 1.309
H 1.811 -0.041 0.317
H -0.129 2.214 0.110
H 2.313 2.760 0.451
H 2.276 2.362 -1.325
H 3.426 1.454 -0.129
H -1.027 1.061 1.736
H -0.120 -0.288 1.643
```

Its calculated total energy is -421.50471 Ha. The value obtained for the relative energy (zero: lowest compared OMol25 entry of this formula, charge and spin) is 846.7 kJ/mol. The HOMO energy (spin up / spin down) comes out at -8.564 / -13.702 eV. The charge is +1. The calculation puts the gap between HOMO and LUMO (spin up / spin down) at 5.46 / 7.50 eV. As for the spin multiplicity: 3. As for the LUMO energy (spin up / spin down): -3.108 / -6.200 eV.

Atomic partial charges in e from the Löwdin method, atoms 1 to 4: number 1, C, carries -0.220; number 2, C, carries -0.121; number 3, C, carries 0.064; number 4, C, carries -0.102



(2)
Density functional theory data (the ωB97M-V functional and the def2-TZVPD basis) for C5H10N2O as an isolated structure.

The geometry in XYZ format:
```
18
Properties=species:S:1:pos:R:3
C -0.148 -0.324 1.588
C 1.759 -0.449 -0.056
C 0.004 1.381 -0.289
C 0.311 -0.012 0.165
N -1.865 -0.913 -0.634
C -0.601 -0.346 -1.049
O 0.391 2.558 0.175
N -0.778 1.098 -1.263
H -0.042 3.245 -0.360
H -1.890 -1.928 -0.689
H -2.620 -0.575 -1.228
H -0.137 -0.838 -1.909
H 0.525 0.133 2.322
H -0.156 -1.404 1.768
H -1.153 0.062 1.790
H 2.117 -0.179 -1.056
H 2.427 0.024 0.672
H 1.856 -1.535 0.050
```

Its calculated total energy is -381.24278 Ha. The value obtained for the relative energy (zero: lowest compared OMol25 entry of this formula, charge and spin) is 112.0 kJ/mol. The HOMO energy comes out at -9.270 eV. The calculation puts the gap between HOMO and LUMO at 10.12 eV. As for the LUMO energy: 0.855 eV.

Atomic partial charges in e from the Löwdin method, atoms 1 to 4: number 1, C, carries -0.036; number 2, C, carries -0.038; number 3, C, carries -0.409; number 4, C, carries -0.429



(3)
Density functional theory data (the ωB97M-V functional and the def2-TZVPD basis) for an isolated ion of composition C3H5F3N5 and charge +1.

The geometry in XYZ format:
```
16
Properties=species:S:1:pos:R:3
N 2.602 -1.061 0.023
C 2.244 0.413 0.114
N 0.791 0.540 -0.311
N 0.336 1.108 -1.491
N -1.046 1.035 -1.597
C -1.428 0.342 -0.308
C -2.906 -0.105 0.242
F -3.819 1.037 0.523
F -2.673 -0.792 1.560
F -3.499 -1.062 -0.751
N -0.199 0.038 0.519
H 2.425 -1.317 -0.985
H 1.905 -1.654 0.555
H 2.878 0.989 -0.706
H 2.450 0.899 1.164
H -0.062 -0.410 1.451
```

Its calculated total energy is -690.20768 Ha. The HOMO energy comes out at -15.277 eV. The charge is +1. The calculation puts the gap between HOMO and LUMO at 8.86 eV. Its SMILES is NCn1nnc(C(F)(F)F)[nH+]1. As for the LUMO energy: -6.417 eV.

Atomic partial charges in e from the Löwdin method, atoms 1 to 4: number 1, N, carries 0.014; number 2, C, carries -0.148; number 3, N, carries -0.130; number 4, N, carries 0.132



(4)
Density functional theory data (the ωB97M-V functional and the def2-TZVPD basis) for a 5-piece molecular cluster, C19H36NO12P3S overall.

The geometry in XYZ format:
```
72
Properties=species:S:1:pos:R:3
C -5.016 1.350 1.278
P -4.244 3.025 0.857
C -3.003 2.925 -0.564
P -3.451 4.057 2.593
P -4.974 5.600 3.051
S -4.734 7.133 1.842
C -3.282 2.870 4.095
C -1.951 2.105 4.146
C -1.758 1.160 5.390
C -3.000 1.204 6.339
C -4.282 2.017 6.100
N -4.405 2.854 4.959
H -5.945 1.236 0.600
H -5.416 1.386 2.347
H -4.345 0.455 1.053
H -3.240 3.785 -1.300
H -1.909 3.051 -0.269
H -3.105 1.960 -1.192
H -4.874 5.954 4.434
H -6.257 4.975 2.777
H -1.144 2.224 3.350
H -0.826 0.542 5.576
H -2.953 0.575 7.299
H -5.129 1.936 6.873
C -0.684 -1.112 0.161
O -0.254 -0.155 -0.805
C 1.057 -0.208 -1.089
O 1.857 -0.973 -0.605
O 1.323 0.737 -2.004
C 2.692 0.796 -2.404
H -1.756 -0.977 0.311
H -0.511 -2.129 -0.199
H -0.179 -0.949 1.116
H 2.999 -0.144 -2.867
H 3.332 1.035 -1.552
H 2.788 1.593 -3.142
C 0.907 -6.007 -4.728
O 1.624 -5.922 -3.498
C 2.234 -4.742 -3.293
O 2.216 -3.798 -4.043
O 2.868 -4.798 -2.107
C 3.564 -3.599 -1.762
H 0.458 -6.999 -4.785
H 0.108 -5.263 -4.760
H 1.583 -5.884 -5.577
H 2.869 -2.761 -1.678
H 4.345 -3.382 -2.494
H 4.035 -3.753 -0.790
C 3.643 -6.999 -1.298
O 4.678 -7.892 -1.719
C 4.261 -9.145 -1.960
O 3.128 -9.549 -1.852
O 5.325 -9.872 -2.345
C 5.026 -11.235 -2.636
H 4.092 -6.026 -1.132
H 2.884 -6.903 -2.068
H 3.200 -7.339 -0.358
H 4.318 -11.306 -3.464
H 4.638 -11.743 -1.751
H 5.955 -11.723 -2.934
C 1.025 9.791 -1.354
O 0.429 9.878 -0.061
C -0.115 8.727 0.372
O -0.131 7.680 -0.228
O -0.636 8.947 1.589
C -1.254 7.801 2.178
H 1.430 10.774 -1.600
H 1.846 9.070 -1.352
H 0.279 9.526 -2.106
H -0.524 7.001 2.320
H -2.091 7.457 1.567
H -1.639 8.094 3.156
```

Its calculated total energy is -3125.30506 Ha. The HOMO energy comes out at -7.906 eV. The calculation puts the gap between HOMO and LUMO at 7.60 eV. Its SMILES is CP(C)#P([PH2]=S)c1ccccn1.COC(=O)OC.COC(=O)OC.COC(=O)OC.COC(=O)OC. As for the LUMO energy: -0.301 eV.

Atomic partial charges in e from the Löwdin method, atoms 1 to 4: number 1, C, carries -0.360; number 2, P, carries 0.598; number 3, C, carries -0.367; number 4, P, carries 0.508



(5)
Density functional theory data (the ωB97M-V functional and the def2-TZVPD basis) for C7H10CoN4O3 as an isolated structure.

The geometry in XYZ format:
```
25
Properties=species:S:1:pos:R:3
Co -0.001 -0.234 0.118
N 1.533 -0.714 1.565
C 1.107 0.030 2.783
C -0.428 0.053 2.888
O -0.961 -0.060 3.984
N -1.005 0.176 1.688
C -2.419 -0.102 1.517
C -2.671 -0.820 0.176
O -3.801 -1.108 -0.154
O -1.604 -1.070 -0.558
H 1.454 -1.710 1.748
H 2.511 -0.541 1.360
H 1.476 1.053 2.701
H 1.506 -0.411 3.695
H -3.027 0.807 1.518
H -2.799 -0.731 2.325
N 0.613 0.328 -3.869
C 1.647 1.180 -3.552
C 1.754 1.133 -2.200
N 0.808 0.267 -1.696
C 0.131 -0.195 -2.731
H 0.255 0.142 -4.790
H 2.197 1.726 -4.296
H 2.446 1.654 -1.561
H -0.721 -0.855 -2.657
```

Its calculated total energy is -2100.32014 Ha. The value obtained for the relative energy (zero: lowest compared OMol25 entry of this formula, charge and spin) is 0.0 kJ/mol. The HOMO energy (spin up / spin down) comes out at -7.989 / -8.380 eV. The calculation puts the gap between HOMO and LUMO (spin up / spin down) at 8.07 / 8.43 eV. As for the spin multiplicity: 4. As for the LUMO energy (spin up / spin down): 0.080 / 0.051 eV.

Atomic partial charges in e from the Löwdin method, atoms 1 to 4: number 1, Co, carries 0.787; number 2, N, carries -0.029; number 3, C, carries -0.149; number 4, C, carries -0.569



Q: Which value of calculated total energy does entry 3 give?
A: -690.20768 Ha



Q: The highest calculated total energy belongs to which entry?
A: C5H10N2O



Q: Look up the calculated total energy of the second one.
A: -381.24278 Ha



Q: Look up the calculated total energy of the second one.
A: -381.24278 Ha